one:
Density functional theory data (ωB97M-V/def2-TZVPD) for 2 unconnected molecules or ions with the total composition C5H12N2O2.

Last column: natural (NBO) charge in e.
Geometry (Å):
C1 -1.94 -0.84 1.72  -0.280
C2 -1.84 1.17 0.47  0.652
O1 -2.18 -0.14 0.49  -0.506
O2 -1.39 1.84 1.39  -0.597
H1 -2.03 1.57 -0.54  0.129
H2 -1.57 -0.20 2.52  0.214
H3 -1.22 -1.63 1.52  0.199
H4 -2.88 -1.30 2.03  0.188
C3 0.60 -1.92 -1.07  -0.449
C4 1.88 1.28 0.41  -0.659
C5 1.25 0.32 -0.57  0.440
N1 0.78 0.85 -1.75  -0.837
N2 1.23 -0.92 -0.22  -0.516
H5 1.14 1.76 -2.00  0.389
H6 0.77 0.21 -2.53  0.387
H7 0.14 -2.68 -0.44  0.201
H8 1.36 -2.41 -1.69  0.194
H9 -0.19 -1.52 -1.71  0.168
H10 1.43 1.15 1.40  0.249
H11 2.95 1.08 0.48  0.232
H12 1.73 2.32 0.09  0.201

Properties
SMILES	C/N=C(/C)N.COC=O
E_LUMO	0.87	eV
HOMO energy	-0.3291	hartree
gap between HOMO and LUMO	9.83	eV

=====

two:
Density functional theory data (ωB97M-V/def2-TZVPD) for 2 unconnected molecules or ions with the total composition C5H12N2O2.

Last column: natural (NBO) charge in e.
Geometry (Å):
C1 -1.52 0.26 1.71  -0.262
C2 0.95 0.47 0.23  0.448
C3 0.95 1.83 0.39  -0.635
O1 -0.36 -0.43 1.32  -0.661
O2 2.09 -0.24 0.64  -0.747
H1 1.83 -0.74 1.42  0.489
H2 -1.46 1.32 1.44  0.166
H3 -1.65 0.21 2.80  0.175
H4 -2.42 -0.15 1.24  0.171
H5 1.75 2.30 0.94  0.217
H6 0.14 2.44 0.03  0.200
C4 -0.57 0.60 -1.90  -0.612
N1 0.27 -2.47 -0.41  -0.499
C5 0.33 -0.26 -1.02  -0.172
N2 -0.44 -1.37 -0.50  0.085
H7 1.27 -2.43 -0.61  0.372
H8 0.00 -3.18 0.27  0.401
H9 1.18 -0.61 -1.60  0.195
H10 -1.45 0.93 -1.36  0.222
H11 -0.01 1.48 -2.24  0.234
H12 -0.88 0.03 -2.78  0.213

Properties
E_LUMO (spin up / spin down)	-0.46 / -0.46	eV
HOMO energy (spin up / spin down)	-0.2690 / -0.2690	hartree
gap between HOMO and LUMO (spin up / spin down)	6.86 / 6.85	eV

=====

three:
Density functional theory data (ωB97M-V/def2-TZVPD) for a single C5H12N2O2 molecule.

Last column: natural (NBO) charge in e.
Geometry (Å):
C1 -0.05 0.48 0.10  0.018
C2 1.68 -1.26 -0.26  -0.422
C3 0.37 0.61 1.56  -0.634
C4 0.33 1.72 -0.70  -0.610
N1 0.40 -0.70 -0.62  -0.279
C5 -1.62 0.23 0.05  0.833
N2 -0.74 -1.68 -0.47  -0.671
O1 -2.15 0.55 -1.15  -0.706
O2 -2.30 0.12 1.04  -0.644
H1 -3.12 0.59 -1.06  0.493
H2 -0.82 -2.19 -1.34  0.374
H3 -0.67 -2.32 0.33  0.353
H4 2.43 -0.47 -0.35  0.208
H5 1.92 -2.05 -0.96  0.206
H6 1.69 -1.68 0.76  0.170
H7 0.10 1.58 -1.75  0.233
H8 0.08 -0.27 2.12  0.220
H9 -0.14 1.47 2.00  0.233
H10 1.44 0.77 1.65  0.206
H11 -0.22 2.58 -0.33  0.215
H12 1.40 1.91 -0.62  0.204

Properties
SMILES	CN(N)C(C)(C)C(=O)O
E_LUMO	0.86	eV
HOMO energy	-0.3380	hartree
gap between HOMO and LUMO	10.05	eV

=====

Which of them is least stable? Easy: two.

=====

one:
Density functional theory data (ωB97M-V/def2-TZVPD) for a molecular structure, C5H12N2O2.

Last column: natural (NBO) charge in e.
Geometry (Å):
C1 -1.42 1.23 -0.21  0.270
C2 -0.70 -1.25 -0.33  -0.200
C3 -0.21 1.48 -1.06  -0.289
C4 2.02 -1.24 -0.11  -0.653
N1 1.01 0.98 -0.49  -0.683
C5 0.90 -0.29 0.26  0.499
N2 -1.37 1.30 1.09  -0.682
O1 -1.37 -1.57 0.84  -0.756
O2 0.71 -0.13 1.55  -0.828
H1 -0.74 -1.37 1.57  0.491
H2 1.40 1.66 0.16  0.368
H3 -2.39 1.24 -0.70  0.197
H4 -2.24 1.16 1.59  0.399
H5 -0.44 0.79 1.57  0.464
H6 -1.43 -1.02 -1.11  0.158
H7 -0.14 -2.10 -0.74  0.164
H8 -0.11 2.55 -1.27  0.231
H9 -0.40 0.98 -2.02  0.208
H10 2.97 -0.79 0.18  0.216
H11 2.04 -1.42 -1.19  0.210
H12 1.90 -2.19 0.42  0.215

Properties
E_LUMO	0.04	eV
HOMO energy	-0.2981	hartree
gap between HOMO and LUMO	8.15	eV

=====

two:
Density functional theory data (ωB97M-V/def2-TZVPD) for a molecular structure, C5H12N2O2.

Last column: natural (NBO) charge in e.
Geometry (Å):
C1 1.00 1.81 0.46  -0.456
C2 -2.13 -0.71 -0.38  -0.722
N1 0.07 1.06 -0.38  0.017
C3 -0.91 -0.56 0.52  0.622
N2 -0.61 1.87 -1.27  -0.659
O1 -1.03 -0.48 1.73  -0.633
H1 -0.44 1.60 -2.24  0.389
H2 -0.48 2.88 -1.16  0.360
H3 1.89 2.09 -0.11  0.209
H4 0.53 2.72 0.85  0.212
H5 1.29 1.19 1.30  0.236
H6 -1.86 -0.91 -1.42  0.210
H7 -2.72 -1.55 -0.01  0.238
H8 -2.73 0.19 -0.33  0.236
C4 1.44 -1.78 0.88  -0.661
C5 0.49 -1.27 -0.18  -0.007
O2 1.00 -0.28 -0.96  -0.426
H9 0.06 -2.09 -0.78  0.172
H10 1.74 -2.81 0.66  0.210
H11 1.05 -1.78 1.90  0.236
H12 2.35 -1.17 0.93  0.215

Properties
E_LUMO (spin up / spin down)	0.29 / 0.29	eV
HOMO energy (spin up / spin down)	-0.3084 / -0.3084	hartree
gap between HOMO and LUMO (spin up / spin down)	8.68 / 8.68	eV

=====

Which of them is least stable? Easy: two.